Entry 1:
Computed, not measured: 2 unconnected molecules or ions with the total composition F2N2O2 at a distorted geometry, with wB97M-V/def2-TZVPD.

For the energy above the lowest of the compared OMol25 structures with the same formula, charge and spin, the calculation gives 33.6 kJ/mol. For the total energy, the calculation gives -12502.039 eV.

The geometry in ORCA input format:
```
! wB97M-V def2-TZVPD RIJCOSX def2/J DEFGRID3
* xyz 0 1
N -0.5017 -0.8086 -0.0046
N 0.6807 0.6581 -0.4894
O -1.0455 -0.5180 0.9614
O -0.4599 -1.7334 -0.7349
F -0.2276 1.6767 -0.3158
F 1.5540 0.7252 0.5833
*
```


Entry 2:
Computed, not measured: 2 unconnected molecules or ions with the total composition F2OS at a distorted geometry, with wB97M-V/def2-TZVPD.

For the energy above the lowest of the compared OMol25 structures with the same formula, charge and spin, the calculation gives 218.3 kJ/mol. For the total energy, the calculation gives -18313.992 eV.

The geometry in ORCA input format:
```
! wB97M-V def2-TZVPD RIJCOSX def2/J DEFGRID3
* xyz 0 1
O -0.7988 1.0282 -0.4690
F 0.2597 -0.1838 2.2210
F 0.9057 -0.5214 -1.3140
S -0.3666 -0.3230 -0.4380
*
```


Entry 3:
Computed, not measured: a single F3H3SSi2 molecule at a distorted geometry, with wB97M-V/def2-TZVPD.

The SMILES is F[Si](F)(F)[SiH2]S. For the energy above the lowest of the compared OMol25 structures with the same formula, charge and spin, the calculation gives 98.3 kJ/mol. For the total energy, the calculation gives -34796.416 eV.

The geometry in ORCA input format:
```
! wB97M-V def2-TZVPD RIJCOSX def2/J DEFGRID3
* xyz 0 1
F -1.3431 -0.4340 -1.5559
F -2.5354 1.0945 -0.0156
F -1.7959 -1.1614 0.8564
Si 0.7951 0.6509 0.6408
Si -1.2892 0.0685 -0.0402
S 1.8007 -1.4712 -0.3719
H 1.6967 1.5794 -0.1243
H 0.6625 0.5207 2.1513
H 2.0086 -0.8475 -1.5407
*
```


Entry 4:
Computed, not measured: a single F3H3SSi2 molecule at a distorted geometry, with wB97M-V/def2-TZVPD.

The SMILES is F[Si](F)(F)[SiH2]S. For the energy above the lowest of the compared OMol25 structures with the same formula, charge and spin, the calculation gives 0.0 kJ/mol. For the total energy, the calculation gives -34797.435 eV.

The geometry in ORCA input format:
```
! wB97M-V def2-TZVPD RIJCOSX def2/J DEFGRID3
* xyz 0 1
F 1.1924 -1.1570 -1.9541
F -0.9279 -2.1911 -1.1755
F 1.1082 -2.3007 0.2435
Si -0.5155 0.6054 0.2964
Si 0.2802 -1.2941 -0.6624
S 1.1262 1.8086 0.9790
H -1.2864 1.4163 -0.6500
H -1.3603 0.3206 1.4594
H 0.3830 2.7920 1.4636
*
```